DFT (the ωB97M-V functional and the def2-TZVPD basis) results for a 2-piece molecular cluster, C4H9N2O2 overall in a non-equilibrium geometry.

Results
* charge: +1
* maximum force: 0.0448 Eh/bohr
* total energy: -11361.506 eV
* LUMO: -5.437 eV
* orbital gap: 0.315 hartree
* relative energy (zero: lowest compared OMol25 entry of this formula, charge and spin): 141.06 kJ/mol

Last column: Mulliken charge in e.
Element x y z (Å)
N -2.351 -0.485 1.656  -0.567
C -1.201 -1.160 1.276  0.682
O -0.128 -0.867 2.021  -0.446
O -1.140 -1.872 0.305  -0.528
H -2.545 -0.570 2.620  0.260
H -3.144 -0.945 1.148  0.305
H -0.332 -0.128 2.544  0.321
C 1.506 0.142 -1.522  0.222
C 1.047 -0.476 -2.612  -0.692
C 1.078 1.664 0.293  -0.192
N 0.684 1.062 -0.759  0.029
H 2.521 0.060 -1.091  0.221
H 0.002 -0.455 -2.894  0.231
H 1.663 -1.113 -3.249  0.264
H 0.491 2.421 0.721  0.341
H 2.101 1.516 0.633  0.235
H -0.252 1.203 -1.091  0.315

---

DFT (the ωB97M-V functional and the def2-TZVPD basis) results for C4H9N2OS as an isolated structure in a non-equilibrium geometry.

Results
* charge: +1
* maximum force: 0.0791 Eh/bohr
* total energy: -20146.010 eV
* LUMO: -4.194 eV
* orbital gap: 0.322 hartree
* relative energy (zero: lowest compared OMol25 entry of this formula, charge and spin): 500.82 kJ/mol

Last column: Mulliken charge in e.
Element x y z (Å)
C -0.368 1.178 -0.058  -0.275
C 0.835 0.551 -0.111  0.052
C -2.575 0.131 0.888  -0.681
C 2.248 0.659 -0.229  -0.387
N -0.429 -1.845 -0.925  -0.344
N -1.235 0.084 0.221  0.132
O 2.941 -0.015 0.785  -0.478
S -0.051 -1.056 0.411  0.277
H -0.691 2.224 -0.153  0.414
H -2.758 -0.984 0.923  0.259
H -2.519 0.660 1.836  0.335
H -3.363 0.761 0.353  0.271
H 2.748 1.668 -0.530  0.364
H 2.340 0.129 -1.184  0.232
H 0.031 -1.496 -1.759  0.257
H -0.978 -2.698 -1.053  0.256
H 3.825 0.048 0.585  0.315

---

What is the LUMO in the second record? -4.194 eV